{
  "formula": "C54H69N9O4Si4TeTl",
  "method": "wB97M-V/def2-TZVPD",
  "symbols": ["Tl", "O", "C", "N", "C", "C", "C", "C", "C", "C", "N", "C", "O", "C", "C", "C", "C", "C", "N", "C", "C", "C", "C", "C", "N", "H", "H", "H", "H", "H", "H", "H", "H", "H", "H", "H", "H", "N", "C", "N", "C", "C", "C", "C", "C", "H", "H", "H", "H", "H", "H", "H", "H", "H", "H", "C", "Si", "C", "C", "Si", "Te", "Si", "C", "C", "C", "Si", "C", "C", "C", "H", "H", "H", "H", "H", "H", "H", "H", "H", "H", "H", "H", "H", "H", "H", "H", "H", "H", "H", "H", "H", "H", "H", "H", "H", "H", "H", "C", "C", "N", "C", "C", "C", "C", "C", "C", "C", "C", "N", "C", "N", "H", "H", "H", "H", "H", "H", "H", "H", "H", "C", "C", "C", "C", "C", "C", "C", "C", "C", "C", "O", "O", "H", "H", "H", "H", "H", "H", "H", "H", "H", "H", "H"],
  "coordinates": [[0.333, -0.059, -0.113], [-2.159, 3.434, 0.498], [-1.137, 2.814, 0.136], [-0.929, 1.965, -0.848], [-1.853, 1.765, -1.885], [-2.890, 2.656, -2.166], [-3.724, 2.479, -3.263], [-3.531, 1.390, -4.098], [-2.497, 0.499, -3.841], [-1.651, 0.656, -2.744], [-0.677, -0.298, -2.396], [-0.135, -1.072, -3.316], [-0.169, -1.006, -4.560], [0.612, -2.297, -2.773], [1.492, -2.963, -3.630], [2.122, -4.108, -3.188], [1.855, -4.573, -1.905], [0.967, -3.852, -1.128], [0.354, -2.746, -1.548], [0.127, 3.118, 0.955], [0.022, 4.006, 2.026], [1.157, 4.335, 2.741], [2.371, 3.764, 2.379], [2.377, 2.881, 1.313], [1.294, 2.574, 0.609], [-3.040, 3.488, -1.494], [-4.521, 3.188, -3.453], [-4.177, 1.228, -4.953], [-2.332, -0.344, -4.496], [1.631, -2.559, -4.622], [2.810, -4.641, -3.834], [2.320, -5.470, -1.517], [0.727, -4.171, -0.118], [-0.951, 4.416, 2.250], [1.102, 5.034, 3.568], [3.290, 4.009, 2.894], [3.297, 2.396, 0.996], [1.404, -0.594, 3.359], [2.225, -0.063, 3.971], [3.193, 0.538, 4.648], [4.525, 0.624, 4.052], [5.205, 1.897, 4.533], [5.212, 1.958, 6.059], [3.787, 1.860, 6.603], [3.116, 0.589, 6.108], [4.411, 0.613, 2.969], [5.117, -0.254, 4.346], [4.656, 2.755, 4.135], [6.219, 1.938, 4.132], [5.693, 2.874, 6.404], [5.802, 1.120, 6.448], [3.203, 2.715, 6.258], [3.780, 1.871, 7.694], [2.066, 0.543, 6.395], [3.623, -0.291, 6.529], [-2.590, -0.596, 7.988], [-1.690, -0.460, 6.345], [-0.828, 1.208, 6.296], [-0.371, -1.792, 6.331], [-3.152, -0.660, 4.513], [-1.534, -1.234, 2.666], [-4.228, 1.382, 4.210], [-4.945, 1.778, 5.911], [-5.641, 1.256, 2.998], [-3.095, 2.752, 3.673], [-4.561, -2.485, 4.870], [-5.665, -2.847, 3.410], [-3.480, -3.973, 5.225], [-5.667, -2.173, 6.356], [-1.886, -0.421, 8.806], [-3.017, -1.591, 8.122], [-3.400, 0.129, 8.075], [-0.049, 1.253, 7.063], [-1.531, 2.021, 6.486], [-0.368, 1.397, 5.323], [0.357, -1.597, 7.124], [0.161, -1.844, 5.379], [-0.811, -2.776, 6.506], [-5.539, 0.951, 6.304], [-5.589, 2.659, 5.851], [-4.155, 1.989, 6.635], [-6.313, 0.425, 3.221], [-5.265, 1.133, 1.982], [-6.218, 2.184, 3.030], [-2.193, 2.811, 4.281], [-3.634, 3.700, 3.767], [-2.795, 2.642, 2.626], [-5.076, -3.066, 2.520], [-6.317, -2.004, 3.177], [-6.295, -3.711, 3.641], [-2.667, -4.044, 4.500], [-4.067, -4.894, 5.175], [-3.035, -3.905, 6.221], [-6.376, -1.365, 6.165], [-5.098, -1.910, 7.247], [-6.241, -3.078, 6.572], [4.886, -1.708, -1.967], [4.128, -1.338, -0.868], [3.363, -0.248, -0.856], [3.330, 0.504, -1.943], [4.062, 0.237, -3.097], [4.840, -0.910, -3.102], [3.905, 1.084, -4.293], [3.718, 2.402, -4.352], [3.816, 3.395, -3.256], [3.056, 4.556, -3.304], [3.200, 5.453, -2.263], [4.048, 5.251, -1.257], [4.738, 4.116, -1.316], [4.672, 3.180, -2.252], [5.468, -2.619, -1.950], [4.099, -1.953, 0.025], [2.643, 1.344, -1.913], [5.396, -1.183, -3.991], [3.854, 0.543, -5.234], [3.452, 2.826, -5.314], [2.359, 4.736, -4.110], [2.613, 6.364, -2.230], [5.437, 3.932, -0.507], [-6.451, -4.230, -3.560], [-5.589, -3.538, -2.537], [-4.519, -4.191, -1.950], [-3.718, -3.576, -0.990], [-2.533, -4.334, -0.446], [-4.018, -2.266, -0.622], [-5.073, -1.567, -1.223], [-5.342, -0.125, -0.889], [-5.853, -2.225, -2.160], [-3.135, -1.514, 0.327], [-3.027, -2.072, 1.540], [-2.584, -0.493, 0.024], [-5.875, -4.959, -4.130], [-6.880, -3.512, -4.260], [-7.279, -4.761, -3.084], [-4.283, -5.206, -2.253], [-2.823, -5.356, -0.193], [-2.114, -3.872, 0.442], [-1.743, -4.385, -1.198], [-4.546, 0.519, -1.269], [-5.390, 0.022, 0.191], [-6.289, 0.198, -1.320], [-6.673, -1.690, -2.627]],
  "forces_ev_per_angstrom": [[-0.2, -0.1, -0.1], [0.0, -0.1, -0.1], [0.1, 0.3, 0.2], [0.0, -0.1, -0.3], [0.1, 0.1, 0.2], [-0.2, 0.1, 0.0], [0.1, 0.0, 0.0], [0.0, 0.0, 0.0], [-0.1, -0.1, -0.1], [0.2, -0.1, 0.1], [-0.1, 0.2, 0.1], [0.0, -0.4, -0.2], [0.1, 0.1, 0.0], [0.1, 0.1, -0.1], [0.0, 0.0, 0.1], [0.0, 0.0, 0.0], [0.0, 0.0, 0.0], [0.0, 0.0, 0.0], [0.0, 0.1, 0.1], [-0.1, 0.0, 0.0], [0.0, 0.0, 0.0], [0.0, 0.0, 0.0], [-0.1, 0.0, 0.0], [0.1, 0.0, 0.0], [0.0, 0.0, 0.0], [0.0, 0.0, 0.0], [0.0, 0.0, 0.0], [0.0, 0.0, 0.0], [0.0, 0.0, 0.0], [0.0, 0.0, 0.0], [0.0, 0.0, 0.0], [0.0, 0.0, 0.0], [0.0, 0.0, 0.0], [0.0, 0.0, 0.0], [0.0, 0.0, 0.0], [0.0, 0.0, 0.0], [0.0, 0.0, 0.0], [-0.3, 0.0, 0.1], [0.3, -0.1, 0.1], [-0.1, 0.2, 0.0], [0.0, 0.0, 0.0], [0.0, 0.0, 0.0], [0.0, 0.0, 0.0], [0.0, 0.0, 0.0], [0.1, -0.1, -0.1], [0.0, 0.0, 0.0], [0.0, 0.0, 0.0], [0.0, 0.0, 0.0], [0.0, 0.0, 0.0], [0.0, 0.0, 0.0], [0.0, 0.0, 0.0], [0.0, 0.1, 0.0], [0.0, 0.0, 0.0], [0.0, 0.0, 0.0], [0.0, 0.0, 0.0], [-0.1, 0.0, 0.0], [0.0, 0.0, -0.1], [0.0, 0.1, 0.0], [0.0, -0.1, -0.1], [0.2, 0.0, 0.0], [-0.1, -0.1, 0.2], [-0.1, 0.0, 0.1], [0.0, 0.0, 0.0], [-0.1, 0.0, -0.1], [0.1, 0.0, -0.1], [0.1, 0.0, 0.0], [0.0, 0.0, -0.1], [0.0, -0.1, 0.0], [-0.1, 0.0, 0.0], [0.0, 0.0, 0.0], [0.0, 0.0, 0.0], [0.0, 0.0, 0.0], [0.0, 0.0, 0.0], [0.0, 0.0, 0.0], [0.0, 0.0, 0.0], [0.0, 0.0, 0.0], [0.0, 0.1, 0.0], [0.0, 0.0, 0.0], [0.0, 0.0, 0.0], [0.0, 0.0, 0.0], [0.0, 0.0, 0.0], [0.0, 0.0, 0.0], [0.0, 0.0, 0.0], [0.0, 0.0, 0.0], [0.0, 0.0, 0.0], [0.0, 0.0, 0.0], [0.0, 0.0, 0.0], [0.0, 0.0, 0.0], [0.0, 0.0, 0.0], [0.0, 0.0, 0.0], [0.0, 0.0, 0.0], [0.0, 0.0, 0.0], [0.0, 0.0, 0.0], [0.0, 0.0, 0.0], [0.0, 0.0, 0.1], [0.0, 0.0, 0.0], [-0.1, 0.0, 0.0], [0.0, 0.0, -0.2], [0.1, -0.1, 0.2], [-0.2, 0.0, 0.1], [0.0, 0.2, -0.2], [0.0, -0.1, 0.0], [0.0, -0.2, 0.1], [0.0, 0.2, 0.1], [0.0, -0.2, -0.2], [-0.1, 0.1, 0.0], [0.0, 0.0, 0.0], [0.0, 0.0, 0.0], [-0.1, 0.0, 0.0], [0.1, 0.0, 0.0], [0.0, 0.0, 0.0], [0.0, 0.0, 0.0], [0.0, 0.1, 0.0], [0.0, 0.0, 0.0], [0.0, 0.0, 0.0], [0.1, 0.0, 0.0], [0.0, 0.0, 0.0], [0.0, 0.0, 0.0], [0.0, 0.0, 0.0], [0.0, 0.0, 0.0], [0.0, 0.0, 0.0], [0.0, 0.0, 0.0], [0.0, -0.1, 0.1], [0.0, 0.0, -0.1], [0.1, 0.0, 0.0], [0.0, 0.1, 0.0], [0.0, 0.0, 0.0], [0.0, 0.0, 0.0], [-0.3, -0.3, 0.1], [0.1, 0.1, -0.1], [0.2, 0.4, -0.1], [0.0, 0.0, 0.0], [0.0, 0.0, 0.0], [0.0, 0.0, 0.0], [0.0, 0.0, 0.0], [0.0, 0.0, 0.0], [0.0, 0.0, 0.0], [-0.1, 0.0, 0.0], [0.0, 0.0, 0.0], [0.0, 0.0, 0.0], [0.0, 0.0, 0.0], [0.0, 0.0, 0.0]],
  "e_above_lowest_kcal_mol": 13.9,
  "fmax_ev_per_a": 0.46,
  "charge": -1,
  "e_lumo_ev": 1.9
}